{
  "formula": "C10H16O",
  "method": "wB97M-V/def2-TZVPD",
  "species": ["C", "C", "C", "C", "C", "C", "O", "C", "C", "H", "H", "H", "H", "H", "H", "H", "H", "H", "H", "C", "C", "H", "H", "H", "H", "H", "H"],
  "positions_angstrom": [[-1.211, -3.224, 0.657], [-1.832, -2.691, -0.664], [-1.540, -1.206, -0.751], [-0.698, -0.644, -1.692], [-0.186, 0.668, -1.597], [-0.722, 1.429, -0.588], [-0.267, 2.747, -0.561], [-1.774, 1.002, 0.220], [-2.092, -0.337, 0.199], [-1.985, -3.497, 1.392], [-0.628, -2.393, 1.132], [-0.580, -4.063, 0.418], [-1.344, -3.251, -1.486], [-2.916, -2.881, -0.668], [-0.288, -1.285, -2.479], [0.587, 1.069, -2.254], [0.296, 2.864, 0.221], [-2.239, 1.742, 0.830], [-2.887, -0.635, 0.892], [2.833, 1.368, 1.423], [2.758, 2.308, 0.232], [3.457, 0.441, 1.314], [3.256, 1.683, 2.377], [1.770, 1.104, 1.542], [2.159, 3.162, 0.479], [2.289, 1.838, -0.639], [3.783, 2.683, 0.051]],
  "forces_ev_per_a": [[-0.4, 1.1, 0.4], [0.3, 0.0, 0.1], [-0.5, 0.2, 0.0], [1.5, -0.3, -0.6], [-0.9, -1.4, 0.3], [0.3, 1.3, -0.8], [-0.1, 0.1, 0.7], [1.3, -0.2, -0.5], [-1.1, 0.2, 0.2], [0.3, -0.1, -0.3], [-0.2, -1.0, -0.4], [0.3, -0.3, 0.4], [-0.5, 0.5, 0.1], [0.4, 0.0, -0.2], [-0.2, 0.1, 0.2], [-0.4, -0.2, 0.2], [-0.4, 0.0, -0.3], [-0.4, 0.2, 0.6], [0.4, -0.4, -0.3], [-0.6, -1.6, 0.1], [1.9, 0.0, 0.4], [-0.8, 0.6, -0.8], [-0.4, 1.1, -0.1], [0.5, -0.6, 0.7], [-0.2, 0.6, 0.2], [0.5, 0.0, 0.1], [-0.6, -0.1, -0.6]],
  "lowdin_charge": [-0.097, -0.199, -0.265, -0.033, -0.010, -0.335, -0.004, -0.013, -0.049, 0.071, 0.085, 0.056, 0.107, 0.109, 0.112, 0.121, 0.072, 0.111, 0.124, -0.169, -0.166, 0.077, 0.059, 0.058, 0.045, 0.057, 0.077],
  "charge": 0,
  "smiles": "CCc1ccc(O)cc1.CC",
  "e_above_lowest_ev": 1.5582,
  "lumo_energy_ha": 0.034,
  "orbital_gap_ev": 9.680
}


{
  "formula": "C10H16O",
  "method": "wB97M-V/def2-TZVPD",
  "species": ["C", "C", "C", "C", "C", "C", "O", "C", "C", "H", "H", "H", "H", "H", "H", "H", "H", "H", "H", "C", "C", "H", "H", "H", "H", "H", "H"],
  "positions_angstrom": [[-2.897, -2.146, 1.523], [-1.553, -1.394, 1.391], [-1.067, -0.977, 0.020], [-0.398, 0.214, -0.052], [0.109, 0.681, -1.280], [0.169, -0.228, -2.324], [0.944, 0.193, -3.393], [-0.367, -1.516, -2.252], [-1.101, -1.816, -1.109], [-2.785, -3.092, 2.043], [-3.296, -2.198, 0.505], [-3.657, -1.570, 2.053], [-1.720, -0.486, 1.972], [-0.781, -1.944, 1.932], [-0.276, 0.809, 0.847], [0.594, 1.617, -1.516], [0.505, 0.177, -4.246], [-0.546, -2.263, -3.016], [-1.747, -2.685, -1.044], [2.003, 2.958, 3.331], [3.403, 2.960, 2.627], [1.614, 3.976, 3.411], [1.342, 2.653, 2.503], [1.910, 2.287, 4.168], [3.865, 3.888, 2.959], [3.474, 3.015, 1.549], [3.857, 2.026, 2.966]],
  "forces_ev_per_a": [[0.1, 0.5, -0.9], [-0.8, 0.4, 1.0], [0.1, -1.1, 0.2], [0.5, 1.5, -0.9], [0.1, -1.4, 0.3], [0.6, -0.1, -0.9], [0.2, 0.1, -0.1], [-1.8, 0.1, 0.8], [-0.1, 0.6, 1.0], [-0.2, -0.2, -0.4], [-0.2, -0.8, 0.2], [0.3, 0.1, 0.2], [0.5, 0.2, 0.0], [0.1, 0.0, -0.2], [-0.2, 0.1, -0.1], [-0.1, 0.2, 0.6], [-0.3, -0.3, 0.1], [0.9, 0.5, -0.6], [0.4, -0.2, -0.2], [-0.4, 0.6, -3.5], [-0.5, 0.2, 1.7], [0.3, -0.1, 1.0], [-0.3, -0.7, 0.6], [0.0, 0.2, 0.4], [0.9, -0.5, 0.3], [-0.7, -0.2, -0.3], [0.7, 0.5, -0.2]],
  "lowdin_charge": [-0.094, -0.208, -0.248, -0.040, 0.001, -0.324, 0.014, -0.008, -0.039, 0.067, 0.062, 0.065, 0.097, 0.112, 0.106, 0.116, 0.101, 0.112, 0.107, -0.159, -0.161, 0.058, 0.044, 0.056, 0.052, 0.052, 0.060],
  "charge": 0,
  "smiles": "CCc1ccc(O)cc1.CC",
  "e_above_lowest_ev": 2.0358,
  "lumo_energy_ha": 0.032,
  "orbital_gap_ev": 9.529
}


{
  "formula": "C10H16O",
  "method": "wB97M-V/def2-TZVPD",
  "species": ["C", "C", "C", "H", "H", "H", "H", "H", "H", "H", "H", "C", "C", "C", "C", "C", "C", "C", "O", "H", "H", "H", "H", "H", "H", "H", "H"],
  "positions_angstrom": [[-1.378, -2.265, -1.421], [-0.045, -1.681, -1.921], [-2.257, -1.209, -0.751], [-1.865, -2.705, -2.287], [-1.137, -3.037, -0.689], [0.458, -2.335, -2.641], [0.676, -1.618, -1.108], [-1.985, -0.955, 0.272], [-2.269, -0.313, -1.381], [-0.183, -0.752, -2.466], [-3.286, -1.525, -0.793], [-1.369, 2.058, 1.503], [2.159, 1.792, 0.195], [2.446, 0.457, 0.554], [0.955, 2.281, 0.615], [-0.074, 1.460, 1.161], [1.502, -0.364, 1.264], [0.283, 0.136, 1.549], [3.523, -0.190, 0.190], [2.773, 2.497, -0.337], [0.672, 3.285, 0.310], [1.762, -1.395, 1.398], [4.343, 0.308, 0.023], [-1.819, 1.609, 2.375], [-2.088, 1.748, 0.732], [-0.491, -0.418, 2.068], [-1.308, 3.132, 1.586]],
  "forces_ev_per_a": [[0.9, 0.5, 0.2], [0.2, -0.8, -0.2], [-0.2, 0.1, -1.1], [-0.3, -0.1, 0.2], [-0.2, -0.3, -0.2], [-0.2, -0.2, 0.0], [0.0, 0.6, 0.1], [0.1, -0.1, 0.0], [0.2, 0.2, 0.2], [0.0, 0.4, 0.3], [-0.5, -0.3, 0.5], [-0.4, -0.6, -0.5], [-0.9, 0.6, 1.0], [0.3, -0.5, -0.4], [-0.6, 0.0, -1.3], [1.2, 0.3, 1.2], [-0.1, 0.4, -0.8], [-0.9, 0.3, 0.0], [0.6, -0.3, 0.5], [0.7, -0.4, -0.1], [0.1, 0.0, 0.3], [0.2, -0.2, 0.4], [-0.5, 0.3, -0.3], [0.1, -0.1, 0.6], [0.0, 0.4, -0.3], [0.3, -0.3, -0.1], [-0.2, 0.2, -0.1]],
  "mulliken_spin": [-0.001, 0.001, 0.001, 0.000, 0.000, 0.000, 0.003, 0.003, -0.001, -0.001, 0.000, 0.012, 0.086, 0.247, 0.053, 0.241, 0.108, 0.049, 0.143, -0.001, 0.000, -0.004, -0.004, 0.012, 0.048, 0.001, 0.005],
  "charge": 1,
  "e_above_lowest_ev": 0.4974,
  "lumo_energy_ha": [-0.138, -0.272],
  "s_squared": 0.767,
  "orbital_gap_ev": [10.174, 6.882],
  "multiplicity": 2
}


{
  "formula": "C10H16O2",
  "method": "wB97M-V/def2-TZVPD",
  "species": ["C", "C", "C", "C", "C", "O", "C", "C", "H", "H", "H", "H", "H", "H", "H", "H", "C", "C", "C", "O", "H", "H", "H", "H", "H", "H", "H", "H"],
  "positions_angstrom": [[-2.968, -1.456, -0.597], [-2.291, -0.205, -1.099], [-2.147, 0.905, -0.267], [-1.701, 2.113, -0.801], [-1.176, 2.161, -2.078], [-0.547, 3.269, -2.583], [-1.321, 1.065, -2.928], [-1.838, -0.107, -2.411], [-4.023, -1.412, -0.839], [-2.882, -1.536, 0.484], [-2.530, -2.333, -1.073], [-2.216, 0.756, 0.812], [-1.802, 3.019, -0.203], [-0.122, 3.746, -1.864], [-0.965, 1.180, -3.940], [-1.917, -0.985, -3.047], [2.163, 0.165, 2.712], [2.174, -0.811, 1.548], [3.585, -1.368, 1.394], [1.310, -1.866, 2.026], [1.177, 0.622, 2.806], [2.887, 0.948, 2.464], [2.513, -0.388, 3.577], [1.824, -0.447, 0.577], [4.343, -0.605, 1.249], [3.838, -1.989, 2.254], [3.656, -2.025, 0.521], [0.977, -2.416, 1.305]],
  "forces_ev_per_a": [[0.6, 0.2, -0.1], [0.2, 0.1, 0.4], [0.4, -0.4, -0.4], [0.1, 0.2, 0.7], [-0.5, -0.1, -0.5], [-0.1, 0.1, 0.0], [0.5, 0.3, 0.6], [-0.5, -0.2, -0.4], [-0.3, -0.1, -0.1], [0.0, -0.1, 0.1], [-0.1, -0.1, 0.1], [-0.7, 0.4, -0.2], [0.6, -0.1, 0.0], [-0.1, 0.1, 0.0], [0.1, -0.3, -0.1], [0.0, 0.1, 0.0], [0.2, 0.7, -1.5], [0.3, -1.1, 0.9], [0.0, -0.6, -0.6], [-0.3, -0.1, -0.5], [0.1, -0.2, 0.4], [-0.1, 0.1, 0.3], [-0.3, 0.1, 0.3], [-0.2, 0.4, 0.3], [0.0, 0.3, 0.1], [0.0, 0.2, 0.1], [-0.1, 0.0, 0.0], [0.3, 0.2, 0.0]],
  "lowdin_charge": [-0.055, -0.293, -0.047, -0.032, -0.334, 0.039, -0.013, -0.053, 0.078, 0.073, 0.074, 0.114, 0.116, 0.103, 0.116, 0.113, -0.062, -0.483, -0.075, -0.076, 0.079, 0.079, 0.084, 0.135, 0.074, 0.083, 0.074, 0.087],
  "charge": 0,
  "smiles": "Cc1ccc(O)cc1.CC(C)O",
  "e_above_lowest_ev": 0.4609,
  "lumo_energy_ha": 0.024,
  "orbital_gap_ev": 9.142
}


{
  "formula": "C10H16OP",
  "method": "wB97M-V/def2-TZVPD",
  "species": ["C", "C", "C", "C", "C", "C", "C", "C", "C", "C", "O", "P", "H", "H", "H", "H", "H", "H", "H", "H", "H", "H", "H", "H", "H", "H", "H", "H"],
  "positions_angstrom": [[1.463, 0.479, 3.151], [2.176, -0.237, 2.176], [0.243, 0.979, 2.855], [1.812, -0.145, 0.881], [-0.206, 1.025, 1.521], [0.651, 0.532, 0.515], [1.309, -0.284, -2.366], [-0.578, 2.099, -1.843], [-1.998, -1.890, 0.017], [-2.368, -0.782, -1.000], [-0.725, -2.267, -0.566], [-0.052, 0.371, -1.226], [2.029, 0.673, 4.116], [3.197, -0.596, 2.304], [-0.370, 1.477, 3.649], [2.471, -0.451, 0.041], [-1.107, 1.627, 1.501], [1.441, -1.305, -2.006], [2.234, 0.278, -2.315], [0.997, -0.278, -3.427], [-0.399, 2.753, -1.014], [-1.574, 2.062, -2.269], [0.023, 2.446, -2.650], [-2.758, -2.663, 0.039], [-1.808, -1.627, 1.072], [-2.524, -1.142, -2.060], [-2.912, 0.109, -0.633], [-0.666, -3.243, -0.462]],
  "forces_ev_per_a": [[2.6, -1.1, 1.4], [1.5, 1.0, 0.7], [-1.4, 1.3, 0.2], [-0.3, 0.1, -2.7], [0.9, 0.1, 1.1], [-2.4, -0.2, -0.9], [-1.5, -0.2, 0.4], [0.4, -1.8, 0.4], [1.3, 1.6, -1.3], [1.7, 0.6, 0.5], [-0.6, -2.3, 0.6], [-1.1, 0.7, 0.0], [-1.3, -0.5, -1.0], [-0.4, -0.1, 0.7], [0.7, -0.5, -0.9], [-0.4, -0.2, 1.0], [-0.2, -0.4, -1.2], [0.2, 0.0, -0.3], [0.0, 0.3, 0.4], [-0.2, -0.1, 0.6], [-0.5, 0.5, 0.5], [-0.3, 0.1, 0.6], [0.9, 0.0, -0.6], [-0.1, -0.4, -0.4], [-0.3, 0.6, -0.5], [0.2, 0.6, 1.4], [0.2, -0.6, -0.5], [0.4, 0.8, -0.1]],
  "lowdin_charge": [-0.067, -0.070, -0.091, -0.117, -0.090, -0.333, -0.198, -0.186, -0.268, 0.057, -0.168, 1.121, 0.144, 0.122, 0.132, 0.115, 0.111, 0.035, 0.054, 0.063, 0.033, 0.041, 0.032, 0.121, 0.119, 0.097, 0.072, 0.118],
  "charge": 1,
  "e_above_lowest_ev": 2.3289,
  "lumo_energy_ha": -0.165,
  "orbital_gap_ev": 8.169
}


{
  "formula": "C10H16SSi",
  "method": "wB97M-V/def2-TZVPD",
  "species": ["C", "Si", "C", "C", "C", "S", "C", "C", "C", "C", "C", "C", "H", "H", "H", "H", "H", "H", "H", "H", "H", "H", "H", "H", "H", "H", "H", "H"],
  "positions_angstrom": [[2.458, -0.262, 2.709], [1.334, 0.364, 1.369], [1.886, -0.286, -0.249], [1.200, 2.193, 1.578], [-0.346, -0.324, 1.581], [-1.151, -1.770, 0.842], [-1.517, -1.110, -0.745], [-2.349, 0.034, -0.860], [-2.821, 0.455, -2.082], [-2.175, -0.066, -3.234], [-1.295, -1.099, -3.082], [-0.951, -1.680, -1.875], [2.389, 0.487, 3.529], [2.005, -1.208, 3.093], [3.518, -0.290, 2.371], [1.790, -1.369, -0.219], [1.219, 0.069, -1.136], [2.879, -0.087, -0.489], [0.694, 2.592, 0.692], [2.145, 2.739, 1.812], [0.505, 2.455, 2.393], [-0.989, 0.574, 1.367], [-0.347, -0.403, 2.632], [-2.767, 0.492, 0.098], [-3.708, 1.065, -2.040], [-2.655, 0.235, -4.156], [-0.898, -1.519, -4.012], [-0.053, -2.283, -1.886]],
  "forces_ev_per_a": [[-0.2, 0.2, 0.7], [1.0, -0.5, -0.4], [-2.1, 0.3, -1.9], [-0.2, 1.0, 0.2], [-1.6, 1.5, -0.7], [0.6, 0.0, 0.5], [0.3, 1.0, 0.0], [-0.8, -0.8, 1.8], [1.2, -0.6, 0.1], [-2.7, 0.7, 1.2], [0.5, -0.6, -2.0], [0.2, 1.4, -0.1], [0.2, -0.5, -0.3], [1.0, 0.4, -0.3], [-0.7, -0.5, 0.4], [-0.1, -0.2, 0.1], [1.1, -0.5, 1.5], [1.8, 0.5, -0.5], [0.4, 0.3, -0.1], [-0.6, -0.5, -0.5], [0.2, -0.3, 0.0], [0.2, -0.8, 0.3], [-0.7, -0.5, 1.6], [0.5, -0.8, -1.4], [0.2, 0.6, -0.6], [0.7, -0.1, -0.4], [0.2, 0.1, 0.4], [-0.5, -0.7, 0.5]],
  "lowdin_charge": [-0.184, 0.362, -0.182, -0.185, -0.567, 0.893, -0.572, -0.116, -0.078, -0.087, -0.116, -0.122, 0.035, 0.043, 0.043, 0.031, 0.078, -0.002, 0.032, 0.050, 0.040, 0.043, 0.017, 0.126, 0.101, 0.100, 0.110, 0.107],
  "charge": 0,
  "smiles": "C[Si](C)(C)CSc1ccccc1",
  "e_above_lowest_ev": 1.0369,
  "lumo_energy_ha": 0.029,
  "orbital_gap_ev": 8.967
}


{
  "formula": "C10H16SSi",
  "method": "wB97M-V/def2-TZVPD",
  "species": ["C", "Si", "C", "C", "C", "S", "C", "C", "C", "C", "C", "C", "H", "H", "H", "H", "H", "H", "H", "H", "H", "H", "H", "H", "H", "H", "H", "H"],
  "positions_angstrom": [[-1.988, -0.267, -2.029], [-1.225, 0.860, -0.706], [-2.019, 2.541, -0.859], [0.592, 1.027, -0.970], [-1.714, 0.083, 0.956], [-1.348, -1.661, 1.102], [0.390, -1.513, 1.170], [1.178, -2.177, 0.225], [2.552, -1.916, 0.166], [3.100, -1.045, 1.094], [2.352, -0.464, 2.080], [1.007, -0.692, 2.103], [-2.247, -1.209, -1.570], [-2.905, 0.152, -2.468], [-1.283, -0.465, -2.845], [-3.057, 2.384, -0.645], [-1.648, 3.298, -0.151], [-1.884, 2.907, -1.882], [0.724, 1.629, -1.857], [1.067, 0.079, -1.166], [1.093, 1.512, -0.134], [-2.789, 0.308, 1.151], [-1.217, 0.671, 1.707], [0.766, -2.778, -0.535], [3.180, -2.293, -0.629], [4.128, -0.844, 1.034], [2.822, 0.169, 2.788], [0.376, -0.295, 2.873]],
  "forces_ev_per_a": [[0.1, 0.6, -0.2], [-0.7, -0.5, -0.5], [0.7, 0.2, 0.3], [0.1, 0.0, 0.2], [-0.8, 1.3, -0.5], [-0.6, -0.4, 0.4], [1.0, -0.6, -0.6], [1.0, 1.0, 0.4], [-0.7, 0.3, 0.5], [0.0, -0.7, -0.7], [-0.1, -0.1, -0.2], [-0.9, -0.4, 0.3], [0.0, -0.4, 0.1], [0.3, 0.0, 0.1], [-0.1, 0.0, 0.1], [-0.8, 0.2, -0.1], [0.0, -0.2, -0.3], [-0.2, 0.0, 0.2], [0.1, 0.4, -0.3], [0.2, -0.3, 0.1], [0.1, 0.0, 0.0], [0.5, -0.6, -0.3], [0.3, 0.0, 0.7], [-0.8, -0.7, -0.6], [-0.1, -0.3, 0.0], [1.3, 0.3, 0.0], [0.3, 0.5, 0.6], [-0.1, 0.4, 0.3]],
  "lowdin_charge": [-0.177, 0.451, -0.187, -0.169, -0.569, 0.894, -0.574, -0.104, -0.074, -0.097, -0.084, -0.117, -0.007, 0.031, 0.030, 0.016, 0.038, 0.037, 0.032, 0.017, 0.041, 0.059, 0.020, 0.092, 0.106, 0.088, 0.101, 0.105],
  "charge": 0,
  "smiles": "C[Si](C)(C)CSc1ccccc1",
  "e_above_lowest_ev": 0.0000,
  "lumo_energy_ha": 0.030,
  "orbital_gap_ev": 8.930
}


{
  "formula": "C10H17AlF4NOSi",
  "method": "wB97M-V/def2-TZVPD",
  "species": ["O", "C", "C", "C", "C", "C", "C", "C", "N", "C", "C", "C", "Si", "H", "H", "H", "H", "H", "H", "H", "H", "H", "H", "H", "H", "H", "H", "H", "H", "H", "F", "Al", "F", "F", "F"],
  "positions_angstrom": [[-3.095, -1.574, 1.395], [-2.202, -2.181, 0.450], [-2.649, -2.624, -0.991], [-1.590, -3.239, -1.938], [-0.088, -3.464, -1.551], [0.358, -3.023, -0.120], [-0.697, -2.401, 0.822], [-0.191, -1.908, 2.283], [-0.093, -0.398, 2.359], [0.428, 0.179, 1.083], [1.058, 1.663, 1.253], [-0.038, 2.837, 1.248], [-0.716, 3.285, -0.496], [-3.459, -2.240, 2.015], [-3.733, -2.443, -1.301], [-1.887, -3.536, -3.002], [0.647, -3.925, -2.302], [1.442, -3.118, 0.249], [-0.905, -2.323, 3.081], [0.841, -2.373, 2.526], [-1.085, -0.096, 2.422], [-0.352, 0.268, 0.245], [1.315, -0.490, 0.762], [1.725, 1.828, 0.323], [1.709, 1.656, 2.204], [0.483, 3.798, 1.637], [-0.863, 2.609, 2.011], [-2.136, 3.689, -0.323], [-0.786, 2.036, -1.295], [0.070, 4.302, -1.199], [2.244, 1.224, -2.596], [3.299, 2.641, -2.771], [3.026, 3.750, -1.411], [2.928, 3.471, -4.295], [4.995, 2.118, -2.778]],
  "forces_ev_per_a": [[1.0, -1.1, -1.1], [2.8, -2.1, -2.8], [3.5, 0.0, 1.7], [1.2, 0.7, 2.5], [-2.7, 1.7, 2.8], [-3.9, 0.3, -1.6], [-0.5, -0.7, -1.2], [0.0, -0.6, -0.9], [-1.3, -0.8, -0.7], [1.4, 1.0, -0.5], [-0.1, -0.6, -0.5], [0.9, 0.3, 1.3], [-0.1, -1.0, 0.8], [0.5, 0.3, -0.7], [1.8, -0.4, 0.4], [0.3, 0.5, 1.8], [-1.3, 0.9, 1.3], [-1.9, 0.2, -0.7], [0.9, 0.9, -1.1], [-1.6, 0.8, -0.7], [0.9, -0.1, 0.1], [1.1, -0.6, 1.1], [-1.5, 1.0, 0.2], [-0.8, -0.3, 1.6], [-1.0, 0.2, -1.5], [-0.8, -1.5, -0.5], [1.0, 0.3, -1.1], [0.0, 0.3, 0.0], [0.1, 0.1, -0.1], [0.0, 0.2, 0.0], [1.0, 1.4, -0.1], [0.1, 0.0, -0.2], [0.2, -1.1, -1.2], [0.4, -0.8, 1.5], [-1.7, 0.5, 0.0]],
  "lowdin_charge": [-0.048, -0.196, -0.008, -0.085, -0.059, -0.032, -0.122, -0.200, -0.087, -0.246, -0.245, -0.400, 0.626, 0.108, 0.093, 0.080, 0.087, 0.101, 0.111, 0.115, 0.092, 0.105, 0.125, 0.099, 0.108, 0.071, 0.063, -0.103, -0.070, -0.075, -0.258, 0.025, -0.259, -0.258, -0.260],
  "charge": -1,
  "lumo_energy_ha": 0.081,
  "orbital_gap_ev": 8.819
}


Number 1: strongest force on any atom 0.03737 Eh/bohr. Number 2: strongest force on any atom 0.07043 Eh/bohr. Number 3: strongest force on any atom 0.03426 Eh/bohr. Number 4: strongest force on any atom 0.03160 Eh/bohr. Number 5: strongest force on any atom 0.06155 Eh/bohr. Number 6: strongest force on any atom 0.05896 Eh/bohr. Number 7: strongest force on any atom 0.03060 Eh/bohr. Number 8: strongest force on any atom 0.08792 Eh/bohr.